Entry 1:
Below is C29H29Cl3N9OOsS2Si as an isolated structure in a non-equilibrium geometry, with properties calculated with ωB97M-V/def2-TZVPD.

```
75
Properties=species:S:1:pos:R:3:forces:R:3:mulliken_spin:R:1
Os -0.302 0.098 -0.124 2.66 -1.16 1.22 3.029
S 2.968 -7.046 -1.173 -0.08 0.20 0.02 0.000
N 1.447 -6.581 -0.940 -0.31 -0.17 0.02 -0.001
C 1.453 -5.271 -0.768 0.35 0.09 -0.03 0.001
C 0.294 -4.436 -0.529 -0.03 -0.03 0.01 -0.013
C -1.004 -4.948 -0.454 0.05 0.01 -0.03 0.010
C -2.040 -4.079 -0.215 -0.05 0.05 0.00 0.010
C -1.762 -2.722 -0.084 -0.08 -0.19 -0.06 -0.006
N -0.538 -2.218 -0.173 -0.13 0.10 0.00 0.135
C 0.499 -3.063 -0.370 -0.20 0.02 0.03 -0.043
C 1.843 -2.488 -0.401 0.22 -0.04 -0.08 0.022
N 1.949 -1.173 -0.168 -0.14 0.06 -0.16 0.065
C 3.153 -0.621 -0.190 -0.06 -0.04 -0.03 -0.016
C 4.314 -1.336 -0.470 0.09 0.01 0.05 0.000
C 4.221 -2.688 -0.707 -0.07 -0.02 0.05 -0.001
C 2.963 -3.289 -0.657 0.02 0.02 0.03 -0.006
C 2.755 -4.709 -0.841 -0.27 -0.22 -0.01 0.000
N 3.691 -5.614 -1.066 0.33 0.11 -0.02 0.000
H -1.161 -6.010 -0.588 -0.01 0.00 0.02 0.001
H -3.065 -4.415 -0.139 0.02 -0.05 0.00 0.003
H -2.570 -2.027 0.089 0.07 0.12 0.05 0.002
H 3.195 0.439 0.022 0.02 0.01 -0.04 0.000
H 5.267 -0.826 -0.493 0.00 0.01 0.01 0.001
H 5.089 -3.298 -0.918 0.02 0.02 -0.01 0.000
Cl -2.148 0.950 -1.983 -0.27 0.42 -1.41 0.072
Si -2.406 1.044 0.104 6.96 -3.30 -0.27 0.286
Cl -4.197 1.638 0.308 0.82 1.66 4.41 -0.014
Cl -1.358 2.773 0.613 -0.35 1.25 0.26 0.072
C -3.373 1.239 3.748 -0.13 -0.15 0.10 0.007
C -4.649 0.828 3.004 0.69 -0.15 0.19 0.003
N -4.512 1.307 1.641 -3.32 -0.75 4.99 0.181
C -4.872 0.465 -0.354 -7.22 -5.51 -9.51 0.046
S -4.951 -1.091 -0.516 0.73 -2.04 1.30 0.050
N -4.401 2.519 -0.771 -3.18 2.58 -6.33 0.573
C -4.349 3.727 -1.430 0.44 2.63 1.26 -0.020
C -4.581 4.742 -0.244 -0.33 0.04 -0.75 0.061
H -3.484 1.089 4.822 -0.03 -0.04 0.00 -0.001
H -3.168 2.292 3.561 0.00 0.02 0.12 0.005
H -2.520 0.654 3.402 0.00 0.04 -0.03 0.007
H -5.533 1.237 3.485 -0.12 0.05 -0.26 -0.002
H -4.725 -0.260 2.939 -0.18 0.02 0.16 0.015
H -3.777 2.650 0.798 2.88 4.88 2.74 0.123
H -5.325 0.907 -1.422 0.35 -0.67 2.68 0.033
H -5.113 3.852 -2.195 -0.02 -0.23 -0.01 0.027
H -3.342 3.849 -1.834 -0.14 0.09 -0.28 0.007
H -4.051 4.349 0.621 0.23 0.52 0.11 0.004
H -5.641 4.759 0.007 0.00 0.06 -0.04 0.001
H -4.253 5.751 -0.477 0.06 -0.02 0.00 0.002
N 2.286 3.399 -1.597 0.11 0.11 -0.03 0.008
C 1.601 2.802 -0.609 -0.09 -0.14 0.16 0.001
N 1.198 1.596 -0.934 -0.37 -0.25 -0.70 0.132
C 1.637 1.394 -2.252 0.09 0.11 0.15 -0.022
C 1.473 0.293 -3.094 -0.02 0.19 0.10 0.017
C 2.028 0.378 -4.352 -0.01 -0.06 0.03 0.005
C 2.735 1.521 -4.764 0.01 -0.03 -0.06 -0.001
C 2.899 2.614 -3.942 0.02 0.13 0.02 0.002
C 2.333 2.528 -2.673 -0.07 -0.28 -0.07 -0.015
H 2.682 4.325 -1.558 0.00 0.00 0.03 0.001
H 1.403 3.275 0.339 0.01 0.07 -0.02 0.000
H 0.909 -0.564 -2.750 0.05 -0.07 -0.14 0.010
H 1.923 -0.446 -5.045 -0.01 -0.01 0.01 0.000
H 3.157 1.542 -5.760 0.00 0.02 0.00 0.000
H 3.433 3.492 -4.276 0.01 0.00 0.02 0.000
O 0.299 0.396 2.058 -0.02 -0.03 0.05 0.064
N 1.500 0.151 2.559 0.01 -0.05 0.00 0.020
C 1.856 -1.112 2.852 -0.02 -0.10 -0.01 0.025
C 3.105 -1.390 3.361 0.10 0.03 0.05 -0.007
C 4.005 -0.357 3.580 -0.11 0.02 0.00 0.018
C 3.602 0.942 3.305 0.06 -0.09 0.04 -0.009
C 2.342 1.171 2.797 0.10 0.12 -0.04 0.022
H 1.100 -1.857 2.652 -0.03 0.04 0.01 -0.002
H 3.365 -2.412 3.595 -0.04 -0.02 -0.04 0.000
H 4.991 -0.558 3.974 0.00 0.00 0.02 0.001
H 4.255 1.780 3.497 -0.02 0.03 -0.04 0.000
H 1.955 2.151 2.565 -0.08 -0.03 0.01 -0.001
```
Positions in Å, forces in eV/Å.

Max |F|: 13.152 eV Å⁻¹
Net charge: +2
⟨S²⟩: 8.819
2S+1: 6
HOMO-LUMO gap (alpha / beta): 5.1227 / 6.3427 eV
Energy above the lowest of the compared OMol25 structures with the same formula, charge and spin: 557.3 kcal per mole
LUMO energy (alpha / beta): -0.2384 / -0.2424 Ha

***

Entry 2:
Below is C13H29N2O14V as an isolated structure in a non-equilibrium geometry, with properties calculated with ωB97M-V/def2-TZVPD.

```
59
Properties=species:S:1:pos:R:3:forces:R:3:mulliken_charge:R:1
O 0.774 0.224 0.543 1.07 -0.85 0.80 -0.876
V -0.107 1.427 0.038 -2.25 0.77 -2.33 1.616
O 0.862 2.660 -0.105 0.46 -0.03 0.15 -0.462
O -1.635 -1.917 1.536 0.26 -0.28 0.15 -0.494
C -2.463 -1.145 0.708 -0.21 0.67 -0.72 0.392
O -1.985 -0.053 0.347 0.17 0.18 0.30 -0.129
O -3.572 -1.632 0.458 -0.09 -0.38 0.15 -0.801
H -2.155 -2.724 1.638 0.04 -0.01 0.08 0.273
O -1.401 4.902 -0.446 0.47 0.21 0.08 -0.486
C -2.228 3.861 -0.849 -0.61 -0.55 -0.35 0.484
O -3.177 4.146 -1.580 0.07 0.44 -0.04 -0.742
O -1.932 2.736 -0.387 0.47 -0.49 0.52 -0.702
H -1.644 5.623 -1.035 -0.16 0.05 0.07 0.277
O 0.181 -0.837 -3.458 -0.14 0.60 0.40 -0.580
C -0.565 0.302 -3.172 -0.02 0.35 -0.34 0.446
O -1.353 0.691 -4.016 -0.03 -0.20 0.06 -0.701
O -0.264 0.872 -2.063 0.34 0.24 1.34 -0.528
H 0.825 -0.869 -2.712 -0.04 -0.49 -0.15 0.373
C -0.972 -5.012 -1.044 0.88 -0.61 0.56 -0.628
O 0.316 -4.523 -0.720 0.37 -0.08 -0.75 -0.429
C 0.525 -3.260 -1.353 -0.21 0.22 0.32 -0.063
C 1.958 -2.810 -1.128 -0.56 0.71 0.18 -0.663
N 2.037 -1.380 -1.498 0.85 -0.70 0.69 0.512
C 3.385 -0.933 -1.845 -0.22 0.14 -0.19 -0.774
C 3.249 0.477 -2.395 0.71 -0.07 0.07 0.038
O 4.550 1.073 -2.488 0.10 -0.23 -0.26 -0.422
C 4.456 2.354 -3.035 -0.50 0.71 -0.27 -0.698
H -1.678 -4.579 -0.336 -0.53 0.23 -0.56 0.157
H -0.954 -6.096 -0.882 -0.01 0.03 0.09 0.273
H -1.147 -4.861 -2.109 -0.61 0.32 0.06 0.329
H -0.211 -2.558 -0.941 0.33 0.25 0.05 0.073
H 0.347 -3.262 -2.438 -0.11 -0.42 0.09 0.320
H 2.623 -3.411 -1.751 0.14 0.00 0.14 0.277
H 2.197 -2.901 -0.061 0.21 -0.43 -0.12 0.298
H 1.785 -0.902 -0.633 -0.46 0.44 -0.32 -0.249
H 3.771 -1.611 -2.613 0.13 0.11 0.00 0.325
H 4.103 -0.915 -1.010 -0.14 -0.12 0.03 0.273
H 2.637 1.082 -1.719 -0.27 -0.03 -0.20 0.054
H 2.832 0.432 -3.405 -0.38 0.15 0.14 0.297
H 3.852 2.409 -3.956 0.03 -0.41 0.07 0.288
H 5.439 2.738 -3.314 0.15 -0.15 0.34 0.278
H 3.950 3.047 -2.346 0.24 -0.02 0.07 0.270
C 0.503 1.187 3.793 0.75 -0.36 -0.61 -1.670
C -0.852 1.076 3.143 -0.94 -0.70 -0.97 1.113
C -1.992 1.252 4.150 1.14 0.03 0.69 -0.983
O -3.254 1.328 3.595 -0.55 0.14 -0.26 -0.387
C -3.825 0.068 3.280 0.17 -0.21 0.71 -0.558
N -1.008 1.970 1.974 0.30 0.08 0.54 -0.203
H 0.652 2.076 4.412 -0.18 -0.02 0.09 0.385
H 1.265 1.191 3.007 -0.13 0.22 -0.05 0.351
H 0.748 0.275 4.342 -0.27 0.17 0.38 0.388
H -0.968 0.078 2.701 0.26 0.04 0.20 -0.310
H -1.821 2.166 4.737 -0.12 0.09 -0.15 0.361
H -1.886 0.418 4.868 -0.25 0.03 -0.01 0.364
H -3.066 -0.655 2.976 -0.14 0.16 -0.32 0.268
H -4.578 0.220 2.517 0.08 -0.13 -0.17 0.242
H -4.280 -0.354 4.193 -0.15 0.10 -0.11 0.371
H -0.900 2.920 2.324 0.12 0.18 -0.65 0.197
H -1.946 1.916 1.563 0.01 -0.07 0.31 0.574
```
Positions in Å, forces in eV/Å.

Max |F|: 3.331 eV Å⁻¹
Net charge: -2
HOMO-LUMO gap: 7.4474 eV
Energy above the lowest of the compared OMol25 structures with the same formula, charge and spin: 0.0 kcal per mole
LUMO energy: 0.1701 Ha

***

Entry 3:
Below is a 3-piece molecular cluster, C36H52Br4F3N2O2PS overall in a non-equilibrium geometry, with properties calculated with ωB97M-V/def2-TZVPD.

```
101
Properties=species:S:1:pos:R:3:forces:R:3:mulliken_charge:R:1
C 1.581 -3.375 -1.118 -0.03 0.13 0.47 -1.055
C 2.702 -2.918 -0.174 -0.26 -0.28 -0.12 -0.961
C 2.802 -1.398 -0.037 -0.02 -0.30 0.14 0.184
C 1.705 -0.873 0.902 0.14 -0.35 0.34 1.759
C 1.965 -1.235 2.388 0.11 0.69 -0.05 -1.922
C 1.390 0.589 0.713 -0.22 0.01 -0.16 -0.687
N 0.243 0.848 0.144 0.08 0.12 0.06 0.124
C -0.124 2.152 -0.001 0.30 -0.16 0.02 -0.710
C -1.373 2.445 -0.609 -0.29 -0.23 -0.04 0.543
C -2.175 1.269 -1.098 0.02 -0.51 -0.26 -1.732
C -2.691 0.291 -0.004 0.40 0.74 0.60 2.055
C -2.883 0.969 1.349 -0.49 -0.14 -0.20 -1.758
O -3.954 -0.242 -0.351 0.15 -0.18 -0.21 -0.474
C -3.991 -1.057 -1.507 -0.13 -0.24 -0.12 -0.461
C -3.740 -2.531 -1.271 0.01 -0.01 0.12 0.482
C -2.603 -3.040 -0.650 0.01 0.14 -0.08 0.457
C -2.430 -4.405 -0.502 0.36 -0.05 0.13 -0.417
C -3.374 -5.304 -0.963 -0.10 0.06 -0.38 -0.927
C -4.509 -4.809 -1.585 -0.03 0.06 -0.19 -0.756
C -4.681 -3.441 -1.731 -0.16 0.04 -0.09 -0.549
C -1.759 3.757 -0.732 0.20 0.12 0.19 -0.298
C -3.092 4.016 -1.387 -0.05 0.03 -0.24 0.634
F -3.442 5.322 -1.407 0.07 -0.17 -0.02 -0.324
F -4.103 3.370 -0.772 0.14 0.20 -0.15 -0.226
F -3.086 3.624 -2.682 -0.11 0.06 0.24 -0.279
C -0.897 4.806 -0.264 -0.74 0.15 -0.32 1.125
P -1.227 6.604 -0.363 0.66 0.78 0.38 0.349
S -0.006 7.733 0.650 -0.03 -0.16 -0.04 -0.434
C 0.305 4.507 0.293 0.14 0.08 0.17 -0.578
C 0.715 3.171 0.443 0.11 0.15 -0.05 -0.512
N 1.931 2.912 1.002 -0.29 -0.30 -0.10 -0.596
C 2.267 1.659 1.131 0.20 -0.10 0.25 0.789
C 3.628 1.403 1.736 0.04 0.40 -0.65 -0.216
C 4.693 2.227 0.996 0.07 -0.10 -0.27 -0.771
C 6.122 1.768 1.296 -0.16 0.32 -0.08 -1.291
C 6.564 0.575 0.439 0.25 0.21 0.23 1.015
C 7.175 1.020 -0.902 -0.29 -0.24 -0.31 -0.913
C 6.614 0.331 -2.154 0.38 -0.04 -0.07 -0.898
C 6.474 -1.189 -2.077 -0.16 -0.04 -0.31 -0.526
O 5.130 -1.551 -2.368 0.03 0.00 -0.03 -0.242
C 5.032 -2.876 -2.846 -0.16 0.05 0.53 -0.934
H 1.749 -4.395 -1.460 0.03 0.02 -0.20 0.429
H 0.622 -3.390 -0.597 -0.08 0.08 -0.06 0.004
H 1.480 -2.686 -1.956 0.05 -0.17 -0.21 0.311
H 3.651 -3.340 -0.501 0.07 0.16 -0.09 0.345
H 2.511 -3.360 0.808 0.12 0.03 0.08 0.458
H 2.706 -0.930 -1.018 0.11 -0.01 -0.07 0.640
H 3.801 -1.180 0.340 -0.03 0.27 0.02 -0.710
H 0.794 -1.402 0.624 -0.11 0.21 -0.20 -0.316
H 1.188 -1.882 2.786 0.11 -0.22 -0.01 0.348
H 2.955 -1.665 2.533 -0.07 -0.26 0.00 0.394
H 1.949 -0.331 3.000 -0.06 -0.02 0.08 0.482
H -3.031 1.553 -1.702 0.03 0.16 0.10 0.918
H -1.508 0.712 -1.760 -0.01 -0.02 -0.05 0.394
H -1.922 -0.465 0.141 -0.19 -0.29 -0.16 -0.667
H -1.943 1.081 1.881 0.05 0.13 -0.02 0.261
H -3.379 1.933 1.229 0.10 0.08 0.08 0.270
H -3.552 0.345 1.941 0.10 -0.07 0.09 0.543
H -5.003 -0.966 -1.904 -0.02 0.09 -0.01 0.299
H -3.321 -0.698 -2.295 0.12 0.14 0.11 0.269
H -1.825 -2.379 -0.296 0.02 0.03 0.01 0.120
H -1.521 -4.766 -0.037 -0.01 -0.07 0.06 0.413
H -3.233 -6.369 -0.869 0.07 -0.03 0.09 0.515
H -5.271 -5.466 -1.983 0.03 -0.14 0.07 0.419
H -5.566 -3.073 -2.234 -0.06 0.02 0.03 0.333
H -2.554 6.840 -0.007 -0.09 -0.19 -0.05 -0.023
H -1.165 6.921 -1.728 -0.35 -0.27 -0.11 0.137
H 0.952 5.301 0.642 0.04 0.01 0.06 0.410
H 3.901 0.357 1.645 -0.10 -0.10 0.33 -0.055
H 3.592 1.717 2.780 0.11 -0.23 0.13 0.294
H 4.527 2.121 -0.082 -0.05 0.02 -0.02 0.450
H 4.558 3.285 1.205 -0.02 0.01 0.13 0.380
H 6.786 2.602 1.060 0.13 0.00 0.20 0.439
H 6.222 1.574 2.366 0.04 -0.11 0.01 0.464
H 5.722 -0.102 0.275 -0.03 -0.03 -0.01 -0.894
H 7.323 0.019 0.991 -0.10 -0.17 0.02 0.481
H 7.032 2.094 -1.038 0.05 0.05 0.04 0.389
H 8.252 0.851 -0.894 0.05 0.07 0.15 0.359
H 7.301 0.549 -2.975 -0.09 0.14 -0.08 0.366
H 5.655 0.752 -2.456 -0.14 -0.07 0.20 0.358
H 7.119 -1.665 -2.824 0.11 0.01 0.02 0.506
H 6.765 -1.592 -1.100 -0.02 0.02 0.07 0.376
H 5.494 -2.978 -3.830 0.03 -0.06 -0.05 0.361
H 5.495 -3.573 -2.138 0.14 -0.08 -0.12 0.398
H 3.975 -3.131 -2.887 -0.03 0.06 -0.21 0.221
Br -5.198 8.200 1.831 0.02 -0.09 -0.01 -0.110
C -5.839 6.731 0.728 0.09 0.16 -0.01 -0.445
C -7.333 6.767 0.553 -0.09 -0.15 0.06 -0.619
Br -8.266 6.168 2.150 0.01 0.06 0.00 -0.142
H -5.499 5.814 1.199 -0.03 -0.03 -0.01 0.365
H -5.345 6.850 -0.234 -0.03 -0.01 -0.03 0.185
H -7.637 6.082 -0.236 0.03 -0.01 -0.01 0.378
H -7.699 7.764 0.332 0.03 0.02 -0.02 0.398
Br -5.313 -6.128 1.325 -0.13 -0.22 0.22 -0.074
C -5.616 -7.494 2.677 -0.10 0.24 -0.02 -0.563
C -4.427 -7.635 3.589 0.06 -0.17 0.01 -0.591
Br -2.959 -8.573 2.722 0.01 0.07 0.00 -0.137
H -5.845 -8.413 2.148 0.02 -0.03 0.03 0.374
H -6.488 -7.173 3.242 0.02 -0.01 0.03 0.309
H -4.682 -8.234 4.460 -0.02 -0.01 -0.01 0.350
H -4.037 -6.675 3.909 -0.02 0.02 0.00 0.364
```
Positions in Å, forces in eV/Å.

Max |F|: 1.088 eV Å⁻¹
HOMO-LUMO gap: 8.0537 eV
LUMO energy: -0.0208 Ha